[1]
6 unconnected molecules or ions with the total composition C82H63NO19S. Source: the Open Molecules 2025 dataset; level of theory: ωB97M-V/def2-TZVPD.

Results
* orbital gap: 0.3067 Eh
* E_LUMO: -1.19 eV
* charge: 0

```
166
C82H63NO19S, DFT ωB97M-V/def2-TZVPD
C 5.231 -6.407 -2.526
C 4.371 -5.270 -2.065
O 3.483 -5.439 -1.259
O 4.649 -4.051 -2.592
C 3.594 -3.571 -3.467
C 3.769 -4.060 -4.901
C 2.624 -4.949 -5.448
N 1.392 -4.936 -4.635
C 0.932 -6.236 -4.146
C 0.206 -6.072 -2.809
C -0.310 -7.401 -2.243
S -1.996 -7.721 -2.688
O -2.765 -6.568 -2.341
O -2.362 -9.017 -2.197
O -1.965 -7.779 -4.270
C 0.337 -4.228 -5.253
O -0.390 -4.650 -6.101
O 0.242 -2.923 -4.801
O -1.147 -2.757 -4.404
C -1.115 -2.215 -3.103
C -0.366 -0.869 -2.994
C 1.074 -1.010 -2.478
O -0.449 -0.146 -4.209
H 6.269 -6.215 -2.249
H 4.907 -7.312 -2.020
H 5.169 -6.549 -3.605
H 3.622 -2.484 -3.417
H 2.647 -3.891 -3.040
H 3.963 -3.231 -5.581
H 4.685 -4.654 -4.927
H 2.384 -4.634 -6.467
H 2.958 -5.983 -5.534
H 0.296 -6.741 -4.879
H 1.806 -6.870 -3.978
H 0.911 -5.610 -2.114
H -0.628 -5.376 -2.939
H -0.331 -7.371 -1.155
H 0.310 -8.221 -2.604
H -1.748 -8.681 -4.549
H -2.172 -2.070 -2.869
H -0.714 -2.935 -2.382
H -0.905 -0.262 -2.262
H 1.788 -0.785 -3.275
H 1.287 -2.020 -2.129
H 1.277 -0.313 -1.666
H 0.264 -0.450 -4.782
O 5.773 -3.380 -7.780
C 6.203 -3.518 -8.907
C 5.296 -3.878 -10.034
C 3.938 -4.029 -9.787
C 3.075 -4.335 -10.825
C 3.565 -4.490 -12.117
C 4.920 -4.351 -12.368
C 5.790 -4.048 -11.329
C 7.247 -3.918 -11.619
O 7.683 -4.114 -12.733
C 8.149 -3.535 -10.495
C 9.506 -3.373 -10.745
C 10.356 -2.994 -9.720
C 9.856 -2.776 -8.441
C 8.507 -2.946 -8.184
C 7.649 -3.328 -9.208
H 3.567 -3.901 -8.780
H 2.017 -4.449 -10.629
H 2.888 -4.720 -12.928
H 5.313 -4.474 -13.368
H 9.883 -3.542 -11.744
H 11.412 -2.866 -9.917
H 10.522 -2.474 -7.644
H 8.108 -2.782 -7.193
O -1.526 1.420 0.282
C -2.528 2.001 0.643
C -3.782 1.943 -0.161
C -3.795 1.190 -1.326
C -4.954 1.092 -2.077
C -6.109 1.748 -1.661
C -6.099 2.511 -0.505
C -4.936 2.615 0.247
C -4.938 3.451 1.480
O -5.921 4.076 1.817
C -3.690 3.497 2.294
C -3.677 4.249 3.462
C -2.536 4.288 4.245
C -1.404 3.576 3.866
C -1.408 2.833 2.697
C -2.548 2.794 1.905
H -2.893 0.684 -1.638
H -4.961 0.504 -2.984
H -7.017 1.664 -2.243
H -6.989 3.029 -0.177
H -4.563 4.797 3.748
H -2.529 4.874 5.155
H -0.516 3.603 4.483
H -0.531 2.280 2.390
O -4.805 8.949 5.327
C -5.185 9.428 4.279
C -4.686 10.753 3.811
C -3.754 11.434 4.584
C -3.258 12.652 4.153
C -3.689 13.194 2.946
C -4.627 12.525 2.178
C -5.132 11.305 2.609
C -6.154 10.608 1.773
O -6.574 11.113 0.754
C -6.640 9.277 2.235
C -7.569 8.591 1.463
C -8.017 7.344 1.867
C -7.543 6.778 3.045
C -6.623 7.460 3.822
C -6.167 8.710 3.421
H -3.424 11.000 5.518
H -2.530 13.181 4.754
H -3.293 14.142 2.607
H -4.973 12.939 1.242
H -7.931 9.040 0.549
H -8.735 6.809 1.261
H -7.886 5.800 3.352
H -6.250 7.029 4.741
O 7.160 -8.523 5.194
C 7.480 -8.349 4.038
C 7.012 -7.154 3.280
C 6.213 -6.216 3.922
C 5.792 -5.086 3.241
C 6.168 -4.886 1.918
C 6.956 -5.823 1.271
C 7.375 -6.961 1.946
C 8.202 -7.965 1.219
O 8.469 -7.824 0.043
C 8.689 -9.149 1.982
C 9.491 -10.083 1.339
C 9.972 -11.177 2.037
C 9.655 -11.344 3.381
C 8.847 -10.421 4.024
C 8.359 -9.323 3.328
H 5.930 -6.380 4.952
H 5.169 -4.357 3.742
H 5.842 -4.000 1.390
H 7.243 -5.671 0.240
H 9.734 -9.942 0.295
H 10.599 -11.903 1.535
H 10.037 -12.196 3.926
H 8.590 -10.543 5.067
O -7.842 6.409 7.968
C -7.721 7.085 8.968
C -7.487 8.554 8.883
C -7.431 9.153 7.632
C -7.241 10.520 7.530
C -7.109 11.296 8.676
C -7.152 10.702 9.926
C -7.337 9.330 10.035
C -7.364 8.708 11.389
O -7.185 9.371 12.388
C -7.621 7.241 11.475
C -7.685 6.641 12.727
C -7.946 5.286 12.831
C -8.144 4.522 11.685
C -8.072 5.113 10.435
C -7.807 6.472 10.325
H -7.535 8.545 6.745
H -7.198 10.984 6.553
H -6.968 12.366 8.592
H -7.044 11.294 10.824
H -7.532 7.245 13.610
H -7.998 4.821 13.806
H -8.355 3.465 11.769
H -8.221 4.529 9.537
```



[2]
14 unconnected molecules or ions with the total composition C83H117N13O15. Source: the Open Molecules 2025 dataset; level of theory: ωB97M-V/def2-TZVPD.

Results
* orbital gap (alpha / beta): 0.1288 / 0.0824 Eh
* spin multiplicity: 2
* E_LUMO (alpha / beta): -10.55 / -11.81 eV
* charge: +5

```
228
C83H117N13O15, DFT ωB97M-V/def2-TZVPD
C 0.371 2.094 -0.251
C -0.298 0.720 -0.261
C 0.274 -0.149 -1.386
C 0.023 -1.643 -1.171
C 0.505 -2.170 0.257
C -0.186 -1.429 1.452
N 0.004 0.032 1.183
O -0.051 0.954 2.307
C 0.576 -1.907 2.661
C -1.692 -1.773 1.602
C -1.852 0.857 -0.432
H 0.323 2.573 -1.228
H 1.434 1.958 -0.048
H -0.063 2.853 0.400
H 1.339 -0.016 -1.572
H -0.329 -0.014 -2.284
H 0.553 -2.196 -1.946
H -1.007 -1.987 -1.267
H 1.586 -2.040 0.303
H 0.328 -3.240 0.371
H 0.190 -1.466 3.581
H 1.653 -1.756 2.589
H 0.520 -2.995 2.645
H -1.756 -2.858 1.527
H -2.332 -1.243 0.895
H -2.048 -1.435 2.575
H -2.219 1.531 -1.206
H -2.398 1.190 0.450
H -2.180 -0.086 -0.871
C -0.532 4.036 -5.879
N -1.929 3.860 -5.370
C -2.839 4.254 -6.200
C -4.195 4.188 -5.765
C -4.574 3.460 -4.689
C -3.529 2.937 -3.891
C -2.159 3.111 -4.239
C -6.027 3.246 -4.453
C -6.976 4.146 -4.853
C -8.351 3.884 -4.747
N -8.823 2.752 -4.148
C -7.966 1.829 -3.671
C -6.541 2.068 -3.844
C -10.305 2.517 -3.950
H 0.215 3.969 -5.088
H -0.442 5.068 -6.220
H -0.362 3.305 -6.670
H -2.398 4.816 -7.010
H -4.908 4.606 -6.459
H -3.666 2.350 -2.995
H -1.308 2.837 -3.633
H -6.824 5.121 -5.294
H -9.104 4.594 -5.057
H -8.406 1.031 -3.090
H -5.871 1.311 -3.465
H -10.502 2.774 -2.909
H -10.397 1.437 -4.067
H -10.904 3.007 -4.718
C 8.618 0.807 3.812
N 7.161 0.590 4.081
C 6.869 -0.056 5.192
C 5.528 -0.250 5.527
C 4.493 0.310 4.710
C 4.928 1.065 3.603
C 6.288 1.107 3.236
C 3.026 0.165 5.178
C 2.603 -1.064 5.710
C 1.307 -1.304 6.056
N 0.396 -0.311 5.882
C 0.743 0.967 5.417
C 2.081 1.204 5.049
C -1.010 -0.559 6.078
H 8.612 1.112 2.765
H 9.128 -0.145 3.963
H 9.145 1.484 4.483
H 7.625 -0.353 5.904
H 5.208 -0.718 6.446
H 4.206 1.617 3.021
H 6.666 1.547 2.325
H 3.238 -1.937 5.734
H 0.860 -2.250 6.325
H -0.126 1.590 5.264
H 2.317 2.155 4.594
H -1.394 -0.467 5.062
H -1.437 0.255 6.664
H -1.128 -1.577 6.451
C 2.630 4.364 -2.337
N 3.695 4.834 -3.180
C 3.358 5.681 -4.201
C 4.303 6.113 -5.090
C 5.652 5.754 -4.898
C 5.981 5.093 -3.715
C 4.972 4.614 -2.888
C 6.690 6.113 -5.850
C 7.612 5.176 -6.372
C 8.662 5.547 -7.236
N 8.849 6.881 -7.512
C 7.954 7.838 -7.119
C 6.844 7.479 -6.302
C 10.072 7.351 -8.245
H 1.753 4.052 -2.905
H 2.099 5.168 -1.828
H 2.971 3.542 -1.707
H 2.286 5.794 -4.264
H 3.952 6.628 -5.972
H 7.027 5.098 -3.448
H 5.077 4.315 -1.856
H 7.560 4.164 -5.999
H 9.505 4.999 -7.630
H 8.214 8.843 -7.419
H 6.050 8.157 -6.024
H 9.748 7.462 -9.280
H 10.907 6.658 -8.149
H 10.293 8.326 -7.811
C -1.223 -8.916 -0.314
N -0.257 -7.831 0.114
C -0.443 -7.040 1.125
C 0.411 -5.981 1.423
C 1.672 -5.910 0.836
C 1.880 -6.821 -0.244
C 0.905 -7.727 -0.646
C 2.733 -4.956 1.280
C 3.713 -4.471 0.334
C 4.616 -3.537 0.805
N 4.723 -3.178 2.105
C 3.851 -3.642 3.003
C 2.814 -4.605 2.621
C 5.744 -2.242 2.523
H -0.850 -9.916 -0.095
H -1.625 -8.926 -1.328
H -2.072 -8.818 0.363
H -1.373 -7.148 1.662
H 0.154 -5.287 2.210
H 2.836 -6.945 -0.732
H 1.083 -8.485 -1.395
H 3.801 -4.663 -0.725
H 5.330 -3.071 0.141
H 3.832 -3.326 4.036
H 2.166 -5.026 3.375
H 5.569 -1.969 3.564
H 5.640 -1.328 1.940
H 6.702 -2.755 2.441
C -6.258 4.475 -0.918
C -5.258 3.317 -0.609
N -3.967 3.879 -0.023
C -2.996 4.595 -0.707
C -2.021 4.863 0.185
N -2.351 4.415 1.479
C -3.588 3.772 1.259
C -1.655 4.652 2.718
H -6.579 5.099 -0.083
H -7.218 4.188 -1.347
H -5.862 5.247 -1.578
H -5.054 2.724 -1.500
H -5.750 2.687 0.132
H -3.047 4.929 -1.732
H -1.088 5.368 -0.013
H -4.195 3.323 2.032
H -0.932 3.849 2.859
H -2.315 4.768 3.578
H -0.983 5.499 2.582
C -4.354 -4.460 3.097
C -4.308 -5.863 2.725
N -5.168 -6.595 3.749
C -6.557 -6.598 3.794
C -6.939 -7.420 4.853
N -5.827 -7.995 5.424
C -4.746 -7.409 4.779
C -5.824 -8.984 6.487
H -3.609 -3.933 2.500
H -3.947 -4.297 4.095
H -5.344 -4.004 3.063
H -3.302 -6.280 2.758
H -4.575 -6.113 1.699
H -7.110 -6.115 3.002
H -7.924 -7.726 5.173
H -3.741 -7.800 4.842
H -5.171 -9.839 6.309
H -6.831 -9.399 6.437
H -5.703 -8.534 7.472
C -4.378 -0.695 4.393
C -4.029 0.551 3.430
O -4.929 1.026 2.699
O -2.802 0.853 3.356
H -3.915 -1.631 4.079
H -5.462 -0.803 4.426
H -4.032 -0.390 5.380
C -1.593 -5.358 -2.039
C -2.690 -5.565 -0.950
O -3.506 -6.510 -1.137
O -2.803 -4.696 -0.061
H -1.242 -6.307 -2.443
H -0.756 -4.827 -1.586
H -2.029 -4.872 -2.912
C 4.295 1.856 0.206
C 3.888 0.382 0.140
O 3.006 -0.101 0.945
O 4.353 -0.329 -0.755
H 5.322 1.926 0.565
H 3.659 2.477 0.835
H 4.323 2.378 -0.751
C -3.259 -1.960 -3.173
C -4.230 -0.762 -3.298
O -4.707 -0.515 -4.410
O -4.575 -0.213 -2.222
H -2.281 -1.538 -2.942
H -3.260 -2.578 -4.071
H -3.478 -2.648 -2.356
C -0.316 -6.399 4.967
C -0.152 -4.838 4.882
O -1.166 -4.208 4.507
O 0.943 -4.295 5.241
H -0.972 -6.877 4.240
H -0.617 -6.732 5.960
H 0.674 -6.848 4.889
C 2.144 4.294 2.234
C 2.162 5.267 1.114
O 3.253 5.506 0.573
O 1.144 5.961 0.906
H 1.913 4.981 3.048
H 3.081 3.741 2.290
H 1.486 3.448 2.034
C 2.090 -0.380 -4.385
C 2.253 1.151 -4.545
O 3.391 1.610 -4.732
O 1.279 1.893 -4.396
H 1.024 -0.597 -4.319
H 2.481 -0.571 -3.386
H 2.472 -0.919 -5.252
```



no.,largest force on an atom (eV/A),E (Ha)
1,1.1,-5045.0682
2,9.7,-5071.2548